The following is a DFT calculation (the ωB97M-V functional and the def2-TZVPD basis) of C4H9NOS as an isolated structure in a non-equilibrium geometry.

Summary:
**Maximum force**: 0.1222 Eh/bohr
**HOMO energy (alpha / beta)**: -0.16641 / -0.34763 hartree
**Calculated total energy**: -18659.425 eV
**Energy above the lowest of the compared OMol25 structures with the same formula, charge and spin**: 84.57 kcal/mol
**Gap between HOMO and LUMO (alpha / beta)**: 5.04 / 7.21 eV
**Spin multiplicity**: 3
**Charge**: 0
**E_LUMO (alpha / beta)**: 0.0189 / -0.0826 Eh

Each line ends with the Löwdin charge.
Geometry (Å):
1 C 0.68751 0.59215 1.05178  -0.112
2 C 0.93193 1.49597 -0.22707  -0.090
3 C 0.64879 0.05244 -0.28792  -0.507
4 C 1.56967 -0.93557 -0.96683  -0.064
5 N -2.94865 -0.65260 0.76749  -0.286
6 O -1.00204 -0.19349 -1.05418  -0.494
7 S -2.22804 0.47763 -0.18361  0.955
8 H 1.53787 0.25252 1.52440  0.065
9 H -0.32776 0.53988 1.54211  0.070
10 H 0.16838 2.13800 -0.61419  0.073
11 H 1.92753 1.74474 -0.40327  0.067
12 H 1.57815 -1.83756 -0.36617  0.053
13 H 2.54850 -0.42175 -0.79574  0.079
14 H 1.22168 -1.26296 -2.08901  0.130
15 H -2.52513 -0.93216 1.62490  0.043
16 H -3.78840 -1.05723 0.47732  0.019